# 1
96
Properties=species:S:1:pos:R:3:lowdin_spin:R:1 method="wB97M-V/def2-TZVPD" e_homo_ha="-0.2693 / -0.3048" multiplicity=5 lumo_energy_ha="0.01941 / -0.06667" gap_ev="7.8561 / 6.4807"
Co 0.53670 -1.74788 -0.33541 2.9230
C 5.26376 -1.08569 1.80322 0.0210
C 3.78046 -1.44445 1.65932 0.0641
Ge 3.11421 -0.95190 -0.10024 0.3248
C 4.35506 -1.70924 -1.47576 0.0710
C 4.70543 -0.79061 -2.64685 0.0046
C 3.29932 0.93795 -0.09724 0.0628
C 2.39854 1.92293 -0.10093 0.0029
Ge 0.37287 1.75542 -0.14736 0.0151
C -0.24519 2.88923 1.27931 0.0058
C -0.28282 4.40980 1.11578 0.0015
C -0.26795 2.22121 -1.93975 -0.0002
C -0.67282 3.61430 -2.36850 0.0000
C 2.93443 3.29605 0.04499 0.0013
C 2.49932 4.28054 -0.83486 -0.0002
C 3.04091 5.54116 -0.79784 0.0004
C 4.02067 5.85587 0.16029 -0.0003
C 4.41685 4.91257 1.08722 0.0003
C 3.83712 3.64709 1.05618 0.0001
H 5.65773 -1.30132 2.79590 0.0045
H 5.41328 -0.01630 1.59931 0.0006
H 5.90900 -1.63516 1.13001 0.0007
H 3.17628 -0.87207 2.39573 0.0000
H 3.60292 -2.49691 1.85061 0.0010
H 3.88659 -2.64554 -1.74496 0.0033
H 5.22844 -1.93955 -0.89561 0.0079
H 3.80995 -0.29198 -3.08401 0.0013
H 5.19780 -1.32157 -3.45125 0.0013
H 5.38194 0.02488 -2.30434 0.0000
H 4.36131 1.27567 -0.12730 0.0128
H 0.38183 2.62373 2.14075 0.0001
H -1.23180 2.40963 1.46202 0.0006
H 0.66862 4.83189 0.73968 0.0000
H -0.51024 4.88998 2.05903 0.0003
H -1.03090 4.73835 0.38996 0.0000
H -1.18025 1.62418 -2.02800 0.0000
H 0.43695 1.76532 -2.63759 -0.0001
H -1.23764 4.14276 -1.60939 0.0000
H -1.31220 3.58063 -3.25572 0.0000
H 0.12645 4.31186 -2.67746 0.0000
H 1.75130 4.04787 -1.58003 0.0000
H 2.65678 6.37647 -1.38252 0.0000
H 4.42135 6.86818 0.20565 0.0000
H 5.17119 5.13676 1.80028 0.0000
H 4.09133 2.93605 1.82715 0.0002
O 0.49282 -3.00072 4.24982 0.0002
C 0.27142 -2.49568 3.24733 0.0010
C -0.34596 -0.01133 0.32855 0.1710
Ge -2.25808 -0.20800 0.05210 0.0272
C -3.38728 1.31630 0.60583 0.0109
C -3.96030 1.36558 1.89632 0.0021
C -4.85950 2.36427 2.27961 0.0002
C -5.09884 3.37713 1.38070 0.0010
C -4.51866 3.38374 0.11360 0.0003
C -3.67140 2.35688 -0.27472 0.0019
C -2.75414 -1.82387 1.03432 0.0023
C -2.60431 -1.96812 2.40556 0.0002
C -2.81692 -3.15942 3.06427 0.0003
C -3.26724 -4.25105 2.32117 -0.0001
C -3.47478 -4.14522 0.96458 0.0004
C -3.22111 -2.94205 0.32971 0.0016
C -2.92206 -0.34551 -1.80807 0.0000
C -4.29630 -0.49018 -1.98838 0.0003
C -4.90110 -0.48569 -3.25471 0.0000
C -4.10447 -0.34280 -4.36913 0.0001
C -2.73058 -0.25957 -4.22898 0.0000
C -2.14990 -0.29489 -2.96935 0.0000
H -0.32470 -0.08687 1.45472 0.0123
H -3.76108 0.59509 2.61552 0.0001
H -5.31719 2.37616 3.27447 0.0000
H -5.71445 4.20292 1.69852 0.0001
H -4.77852 4.22634 -0.53930 0.0001
H -3.23391 2.32587 -1.27045 0.0001
H -2.27206 -1.12061 2.97102 0.0001
H -2.68558 -3.22185 4.14574 0.0000
H -3.51041 -5.12534 2.84566 0.0000
H -3.88170 -4.97641 0.38667 0.0000
H -3.34949 -2.88092 -0.72514 0.0010
H -4.98696 -0.54439 -1.11917 0.0000
H -5.98751 -0.59841 -3.34314 0.0000
H -4.52606 -0.27543 -5.38616 0.0000
H -2.11035 -0.16801 -5.13259 0.0000
H -1.04948 -0.22299 -2.90126 -0.0003
C 2.09372 -4.86987 1.95928 0.0003
C 1.25346 -5.07764 0.72780 0.0073
C 0.98109 -6.39820 0.32500 0.0052
C 0.13983 -6.58740 -0.73703 0.0026
N -0.40904 -5.55335 -1.38653 0.0082
C -0.08034 -4.35277 -0.98055 0.0218
S -0.64383 -2.96079 -1.83335 0.1409
N 0.70328 -4.05819 0.08917 0.0457
H 1.53974 -5.23515 2.82454 0.0000
H 2.21546 -3.79234 2.11685 0.0003
H 3.04129 -5.39094 1.86743 0.0000
H 1.38995 -7.22640 0.83855 0.0004
H -0.09133 -7.56008 -1.14599 0.0000


# 2
241
Properties=species:S:1:pos:R:3:lowdin_charge:R:1 method="wB97M-V/def2-TZVPD" e_homo_ha=-0.2998 lumo_energy_ha=0.01513 gap_ev=8.5697
C 3.14483 -3.12384 3.03187 -0.5850
O 2.09023 -3.56133 3.42531 0.0251
N 3.38489 -2.72432 1.68039 0.1398
N 4.31553 -3.02877 3.89323 0.1254
H 2.53086 -2.43861 1.20641 0.0837
H 4.13322 -2.05603 1.53664 0.0561
H 4.23613 -3.48493 4.78992 0.0767
H 5.22011 -3.01673 3.42414 0.0943
C 2.21590 -1.75991 7.76194 -0.5641
O 1.58269 -2.57659 8.43002 0.0069
N 2.62957 -1.92787 6.41139 0.1466
N 2.43293 -0.44364 8.29023 0.1328
H 2.31379 -2.71673 5.86055 0.0746
H 2.69552 -1.08601 5.87300 0.0799
H 2.51506 -0.51123 9.30139 0.0948
H 3.10218 0.17777 7.85779 0.0764
C -3.60910 1.03855 5.72304 -0.5843
O -2.80693 1.38103 4.91477 0.0513
N -4.35699 1.82535 6.64610 0.1352
N -3.75994 -0.41029 5.82581 0.1405
H -4.49408 1.43220 7.56206 0.0826
H -3.99379 2.75915 6.69038 0.0847
H -4.63625 -0.65338 6.25769 0.0726
H -3.24649 -1.00108 5.18661 0.0654
C 3.20471 4.89627 -1.26131 -0.6171
O 4.26069 4.46157 -1.71474 0.0017
N 2.08458 4.18726 -0.89668 0.1930
N 3.08504 6.29401 -1.06620 0.1370
H 2.03345 3.17887 -1.00522 0.0687
H 1.40439 4.65063 -0.31554 0.0776
H 2.18100 6.74173 -1.05478 0.0566
H 3.84626 6.75799 -1.54851 0.0963
C -0.63030 -3.12154 -3.41762 -0.6003
O -0.69852 -1.90015 -3.56679 0.0055
N 0.47693 -3.95819 -3.73404 0.1382
N -1.64109 -3.75506 -2.69507 0.1331
H 0.49011 -4.89455 -3.35950 0.0843
H 1.28297 -3.57516 -4.21380 0.1009
H -1.67788 -4.75669 -2.77702 0.0801
H -2.56523 -3.33419 -2.66736 0.1005
C 5.66088 -0.69867 6.07671 -0.1441
O 5.16107 0.51236 5.53073 -0.1936
C 5.22764 0.53445 4.09249 -0.2115
C 4.97728 1.92772 3.63236 -0.2536
N 3.70624 2.44421 3.93299 -0.0480
C 3.35130 3.72057 3.41192 -0.2326
C 2.00420 4.14601 3.84370 -0.2212
O 1.01485 3.29001 3.24614 -0.2472
C -0.40092 3.55718 3.53058 -0.0338
H 5.89093 -0.47528 7.12884 0.0856
H 6.65883 -0.92532 5.70569 0.0773
H 4.98885 -1.59480 6.04856 0.0539
H 4.38768 -0.07316 3.68515 0.1118
H 6.18344 0.09949 3.76581 0.1268
H 5.09327 1.81364 2.54153 0.1195
H 5.73609 2.63885 3.97823 0.1326
H 3.11261 1.76927 3.48350 0.0918
H 3.43078 3.85650 2.29754 0.1369
H 4.11981 4.38012 3.80382 0.1251
H 1.73447 5.22068 3.62424 0.1199
H 1.93887 4.09788 4.93966 0.1252
H -0.77129 2.71446 4.11083 0.0564
H -0.99324 3.48147 2.64042 0.0596
H -0.43909 4.47243 4.14175 0.0942
C 6.44074 -3.41191 -8.64382 -0.1114
O 7.16808 -3.23854 -7.45650 -0.2104
C 7.83067 -4.38409 -7.09042 -0.2671
C 8.66106 -4.04262 -5.83272 -0.2050
N 7.89956 -3.38405 -4.82443 -0.0691
C 7.04945 -4.11952 -3.94060 -0.2052
C 6.81499 -3.31143 -2.68180 -0.2150
O 5.74315 -2.43509 -3.03770 -0.1973
C 5.37642 -1.59313 -1.98628 -0.1077
H 6.08881 -2.34349 -8.85405 0.1090
H 5.56587 -4.06728 -8.48694 0.0928
H 7.08137 -3.69786 -9.49919 0.0893
H 8.50708 -4.70014 -7.91762 0.1251
H 7.10889 -5.21064 -6.88230 0.1276
H 9.37319 -3.32009 -6.25000 0.1177
H 9.22627 -4.85730 -5.44774 0.1062
H 7.41475 -2.58601 -5.25084 0.1237
H 7.53645 -5.03555 -3.68925 0.1148
H 6.06896 -4.26934 -4.35084 0.1144
H 7.67244 -2.76790 -2.31225 0.1171
H 6.52879 -3.93063 -1.83751 0.1129
H 4.55053 -1.01782 -2.39818 0.0712
H 6.18928 -0.90651 -1.80957 0.0910
H 5.02251 -2.17617 -1.16051 0.0763
C -4.65882 1.97703 -1.54559 -0.1089
O -3.42714 1.32562 -1.37527 -0.2224
C -3.17193 0.19027 -2.21728 -0.1794
C -3.02393 0.49681 -3.73344 -0.1877
N -4.29126 0.31831 -4.44373 -0.0885
C -4.31277 0.77366 -5.86556 -0.1786
C -4.62689 2.30591 -5.78928 -0.2572
O -4.07003 3.04148 -6.83753 -0.1911
C -4.77255 2.76195 -8.03949 -0.1095
H -4.68575 2.91543 -0.97683 0.0848
H -5.44566 1.31320 -1.12062 0.0975
H -4.89885 2.14139 -2.59255 0.0658
H -3.89293 -0.63682 -2.03485 0.1214
H -2.20488 -0.25077 -2.01160 0.0895
H -2.26179 -0.15333 -4.22242 0.1090
H -2.76818 1.55172 -3.89825 0.1096
H -4.56913 -0.65187 -4.43656 0.0968
H -5.12026 0.25686 -6.38431 0.1089
H -3.33072 0.72507 -6.43177 0.1347
H -4.21272 2.71037 -4.83109 0.0998
H -5.71419 2.42480 -5.65431 0.1211
H -4.64788 1.75516 -8.40373 0.0802
H -4.46216 3.50489 -8.75904 0.0829
H -5.85416 2.98433 -7.93500 0.0955
C -7.23085 -0.67170 3.48168 -0.1376
O -6.55824 -0.92201 2.29922 -0.1841
C -5.18489 -0.56263 2.35194 -0.2094
C -4.45198 -1.34870 1.26255 -0.1706
N -4.67883 -2.80111 1.28014 -0.0545
C -4.16950 -3.60025 2.33892 -0.2475
C -4.26459 -5.07009 2.12393 -0.2667
O -5.62344 -5.44513 2.17783 -0.1727
C -5.74819 -6.74003 1.59353 -0.1093
H -8.21806 -1.07924 3.34076 0.0840
H -7.22350 0.40324 3.77789 0.0991
H -6.81265 -1.17896 4.34889 0.0739
H -4.74565 -0.78028 3.33550 0.0953
H -5.07241 0.52123 2.20443 0.1281
H -3.38424 -1.14577 1.36251 0.1111
H -4.82939 -1.03945 0.26992 0.1063
H -5.67007 -2.99919 1.16975 0.1116
H -4.75189 -3.40831 3.27956 0.1323
H -3.12789 -3.33565 2.56635 0.1191
H -3.64242 -5.60376 2.87195 0.1145
H -3.75550 -5.25372 1.16197 0.1245
H -6.82763 -6.93998 1.61636 0.0917
H -5.24170 -7.46300 2.22610 0.0734
H -5.31139 -6.85335 0.58431 0.0907
C -1.64180 -2.94232 8.27010 -0.1111
O -1.86312 -3.85700 7.23159 -0.2390
C -1.18144 -5.06902 7.42895 -0.2188
C -1.73365 -6.08254 6.41925 -0.1911
N -3.11557 -6.42567 6.79018 -0.0507
C -3.82200 -7.29558 5.83318 -0.1769
C -5.24322 -7.76843 6.32818 -0.2301
O -5.21419 -8.79260 7.26878 -0.1906
C -6.44766 -8.99750 7.91986 -0.1210
H -0.62244 -2.56397 8.31538 0.0567
H -2.00514 -3.36990 9.24696 0.1057
H -2.25222 -2.05376 8.02930 0.0781
H -1.39375 -5.36326 8.45532 0.1187
H -0.14205 -4.79800 7.33563 0.1143
H -1.16594 -7.01416 6.53972 0.1191
H -1.59911 -5.70564 5.38043 0.1167
H -3.62748 -5.57150 6.89580 0.0946
H -3.22471 -8.20094 5.68477 0.1171
H -3.98688 -6.92194 4.81713 0.0885
H -5.77195 -8.22557 5.48027 0.1169
H -5.84101 -6.93253 6.69771 0.1148
H -6.83880 -8.09917 8.36944 0.0759
H -6.21384 -9.65827 8.76302 0.0893
H -7.22265 -9.48239 7.29472 0.0924
C -4.80512 8.27361 -3.90607 -0.0785
O -4.50950 7.10951 -3.10361 -0.1911
C -3.66018 6.21492 -3.76860 -0.2464
C -3.30125 5.11234 -2.78561 -0.1807
N -2.68061 5.60492 -1.58760 -0.0889
C -1.34090 6.08915 -1.61220 -0.1893
C -0.97769 6.60480 -0.21187 -0.1633
O 0.46526 6.68185 -0.04875 -0.2638
C 0.81046 6.98478 1.28501 -0.1095
H -5.18391 7.99761 -4.89460 0.0887
H -3.89347 8.87638 -4.03829 0.0880
H -5.49070 8.87741 -3.33310 0.0811
H -2.83406 6.74406 -4.22539 0.1121
H -4.20142 5.74572 -4.61755 0.1280
H -2.68751 4.33137 -3.24791 0.1275
H -4.26795 4.66094 -2.60099 0.1069
H -3.28774 6.24866 -1.13799 0.1178
H -1.14825 6.92116 -2.32691 0.1301
H -0.67819 5.24976 -1.86891 0.1153
H -1.38563 5.89602 0.55091 0.1229
H -1.32734 7.61400 -0.04818 0.1216
H 0.34776 6.20198 1.90672 0.0783
H 0.52739 8.02074 1.62766 0.1065
H 1.90739 6.94553 1.32821 0.0840
C 0.90009 3.51279 -4.05983 -0.1197
O 0.31260 2.64924 -4.99434 -0.1879
C -0.13643 3.27077 -6.17447 -0.2332
C 0.90914 3.62448 -7.21557 -0.1913
N 1.58794 2.41127 -7.79241 -0.0436
C 2.69603 2.66303 -8.68438 -0.2526
C 3.34930 1.38556 -9.06841 -0.2466
O 3.96863 0.72164 -7.98220 -0.1864
C 5.20553 1.29087 -7.61393 -0.1128
H 0.46444 4.52720 -4.05086 0.0855
H 1.98968 3.57482 -4.20629 0.0947
H 0.60876 3.12037 -3.07599 0.0700
H -0.78196 4.13188 -5.94499 0.1208
H -0.72285 2.52123 -6.67620 0.1123
H 1.65199 4.34247 -6.85479 0.1088
H 0.41286 4.18864 -8.00354 0.1122
H 1.78734 1.78784 -7.00172 0.1189
H 3.43611 3.38598 -8.29948 0.1146
H 2.29101 3.09915 -9.59836 0.1208
H 4.04526 1.59267 -9.91400 0.1288
H 2.60284 0.69234 -9.43612 0.1208
H 5.60136 0.67579 -6.81185 0.0825
H 5.10272 2.33792 -7.32363 0.0773
H 5.94424 1.17488 -8.42380 0.0874
C -0.77017 -2.47840 4.46869 -0.0754
O -1.55665 -1.53502 3.73671 -0.2090
C -0.85122 -0.37152 3.38557 -0.2290
C 0.43562 -0.58324 2.57075 -0.1831
N 0.90949 0.62150 1.95086 -0.0545
C 0.25831 1.16956 0.78755 -0.1936
C 0.55946 0.69135 -0.59402 -0.2400
O 1.72741 1.25852 -1.06983 -0.2276
C 2.15888 0.65384 -2.26299 -0.0825
H -0.19675 -1.98252 5.19013 0.0687
H -0.15521 -3.10121 3.81704 0.0722
H -1.40682 -3.19623 4.99582 0.0746
H -0.57007 0.30375 4.24501 0.1277
H -1.59873 0.21169 2.81886 0.1143
H 0.20366 -1.34641 1.83050 0.1286
H 1.20035 -1.05934 3.16569 0.0923
H 1.16926 1.44224 2.46482 0.0736
H 0.46918 2.25668 0.82638 0.1233
H -0.86692 1.05708 0.79568 0.1262
H -0.32204 0.99082 -1.18282 0.1234
H 0.56858 -0.39530 -0.61492 0.1279
H 3.19422 0.95550 -2.44387 0.0848
H 1.47845 0.88337 -3.09366 0.0931
H 2.20066 -0.43222 -2.13516 0.0846
O -2.20101 3.56487 0.32988 -0.0843
H -2.53004 2.70139 0.03816 0.0047
H -2.48695 4.18955 -0.37546 -0.0053
O 3.46583 -0.12823 0.78833 -0.0805
H 2.60134 0.14197 1.15808 0.0027
H 3.74325 0.64947 0.27924 0.0501
O 4.87127 2.60731 -4.40139 -0.0778
H 4.70529 3.16355 -3.61408 0.0079
H 5.61787 2.06506 -4.10297 0.0364


# 3
20
Properties=species:S:1:pos:R:3:lowdin_charge:R:1 method="wB97M-V/def2-TZVPD" e_homo_ha=-0.3974 e_above_lowest_kcal_mol=3.3 lumo_energy_ha=0.01668 gap_ev=11.2682
O -0.05551 -3.58988 1.87191 0.1944
C 0.45878 -2.70538 1.28383 -0.5400
O 0.23989 -2.39831 -0.01664 0.0816
C 1.17163 -1.40326 -0.42302 -0.0522
C 1.76585 -0.89337 0.88723 -0.2882
F 1.26687 0.34543 1.21975 0.0419
O 1.32511 -1.80920 1.84355 0.1330
H 1.94440 -1.87461 -1.03383 0.1405
H 0.69220 -0.61923 -1.00023 0.0993
H 2.84898 -0.82680 0.92761 0.1663
Cl 0.03173 1.55311 4.73491 0.5162
C -0.77911 1.64785 3.17691 -1.0627
Cl -2.28920 2.56540 3.25699 0.5058
H -0.11813 2.11658 2.45882 0.0125
H -1.00576 0.64401 2.83674 0.0167
Cl -0.74169 1.04715 -2.94925 0.5019
C -1.41504 1.51448 -4.52153 -1.0172
Cl -3.12579 1.08089 -4.65235 0.5051
H -1.34203 2.59149 -4.59017 0.0211
H -0.87318 1.01366 -5.31123 0.0240


Number 1: E -9786.8693 Ha, F_max 2.17 eV Å⁻¹. Number 2: E -4898.0951 Ha, F_max 4.34 eV Å⁻¹. Number 3: E -2361.0824 Ha, F_max 0.54 eV Å⁻¹.